{
  "formula": "C42H105F4FeNO32P7S2",
  "method": "ωB97M-V with the def2-TZVPD basis set",
  "species": ["Fe", "F", "F", "N", "S", "O", "O", "F", "S", "O", "O", "F", "C", "C", "O", "P", "O", "O", "C", "C", "O", "C", "C", "H", "H", "H", "H", "H", "H", "H", "H", "H", "H", "H", "H", "H", "H", "H", "C", "C", "O", "P", "O", "O", "C", "C", "O", "C", "C", "H", "H", "H", "H", "H", "H", "H", "H", "H", "H", "H", "H", "H", "H", "H", "C", "C", "O", "P", "O", "O", "C", "C", "O", "C", "C", "H", "H", "H", "H", "H", "H", "H", "H", "H", "H", "H", "H", "H", "H", "H", "C", "C", "O", "P", "O", "O", "C", "C", "O", "C", "C", "H", "H", "H", "H", "H", "H", "H", "H", "H", "H", "H", "H", "H", "H", "H", "C", "C", "O", "P", "O", "O", "C", "C", "O", "C", "C", "H", "H", "H", "H", "H", "H", "H", "H", "H", "H", "H", "H", "H", "H", "H", "C", "C", "O", "P", "O", "O", "C", "C", "O", "C", "C", "H", "H", "H", "H", "H", "H", "H", "H", "H", "H", "H", "H", "H", "H", "H", "C", "C", "O", "P", "O", "O", "C", "C", "O", "C", "C", "H", "H", "H", "H", "H", "H", "H", "H", "H", "H", "H", "H", "H", "H", "H"],
  "coordinates": [[0.148564, 0.040799, -0.413716], [2.022364, 0.702009, -0.309276], [-1.642436, -0.579191, -0.954956], [-0.011376, -0.591991, 1.363014], [0.533414, 0.037209, 2.946724], [1.888684, -0.301471, 3.430604], [-0.489676, 0.307759, 3.973134], [0.707084, 1.481779, 2.316944], [-0.651866, -1.802351, 2.107894], [-2.071596, -1.524791, 2.299664], [0.179884, -2.614571, 3.029054], [-0.618186, -2.746301, 0.813254], [3.632534, -5.749431, -2.007716], [2.266694, -5.177411, -2.420146], [1.992904, -4.057731, -1.571296], [1.458764, -2.659921, -2.238336], [0.941784, -1.703561, -1.273776], [2.626414, -2.183251, -3.279606], [3.913354, -1.783511, -2.688886], [4.717114, -1.147001, -3.847656], [0.339184, -3.184591, -3.298696], [-0.986426, -3.471011, -2.867036], [-1.892796, -2.639301, -3.804386], [3.653564, -6.108631, -0.978816], [3.926684, -6.595751, -2.628446], [4.358174, -4.937251, -2.051496], [2.337934, -4.989661, -3.491496], [1.535334, -5.978201, -2.310836], [3.656534, -0.983131, -1.994966], [4.409924, -2.592611, -2.153276], [4.579334, -1.839701, -4.677886], [4.469294, -0.205741, -4.338296], [5.780684, -1.081341, -3.618266], [-1.180636, -4.542741, -2.824756], [-1.092706, -3.062811, -1.861966], [-1.447606, -2.721771, -4.795906], [-2.940316, -2.915431, -3.683726], [-1.776196, -1.592601, -3.523436], [-2.477526, 2.068909, -3.687416], [-1.573426, 1.836149, -4.888126], [-0.226666, 2.057009, -4.520006], [0.591754, 0.845819, -3.745466], [0.280484, 0.692269, -2.332816], [0.492224, -0.458461, -4.722966], [0.785844, -0.427291, -6.114366], [1.278994, -1.808871, -6.522636], [2.103034, 1.341039, -3.914556], [2.393594, 2.449529, -3.083136], [3.317854, 3.401759, -3.793736], [-3.530426, 1.986919, -3.957196], [-2.352106, 1.277309, -2.948676], [-2.233376, 2.995649, -3.168146], [-1.756116, 0.819339, -5.235726], [-1.758906, 2.579679, -5.663266], [-0.136586, -0.188721, -6.643816], [1.541864, 0.317099, -6.364176], [0.464254, -2.529901, -6.456196], [1.685854, -1.782761, -7.533516], [1.996264, -2.294331, -5.860846], [1.515234, 3.037989, -2.818016], [2.936194, 2.046629, -2.227936], [2.794694, 3.915529, -4.600236], [3.632124, 4.239799, -3.171616], [4.162234, 2.888639, -4.253986], [7.024704, -4.935241, -3.552736], [7.546274, -4.581281, -2.165646], [6.686584, -3.716781, -1.408166], [7.156724, -3.093581, -0.003926], [7.740314, -4.110211, 0.977414], [5.837794, -2.375011, 0.516174], [4.756754, -3.103731, 0.955614], [3.609004, -2.080151, 1.136724], [8.126234, -1.933041, -0.464076], [9.064334, -1.396531, 0.434364], [10.014044, -0.461711, -0.295336], [6.448074, -4.064731, -3.865486], [7.837054, -5.217381, -4.222496], [6.241684, -5.693261, -3.532956], [7.573314, -5.509571, -1.594986], [8.546894, -4.172201, -2.305326], [4.503824, -3.885831, 0.239754], [5.016014, -3.586331, 1.897934], [2.693224, -2.666561, 1.062104], [3.721024, -1.508881, 2.058244], [3.568084, -1.430291, 0.262584], [8.547094, -0.969161, 1.293384], [9.570274, -2.299421, 0.776284], [9.475144, 0.367869, -0.753016], [10.900114, -0.058091, 0.194644], [10.389894, -0.982761, -1.175876], [-9.460156, 2.977829, 4.697484], [-8.174806, 2.078869, 4.485044], [-7.026426, 2.943549, 4.315894], [-6.188186, 2.994829, 2.883214], [-4.959046, 3.796319, 2.880644], [-6.014796, 1.456219, 2.495644], [-5.228406, 0.606569, 3.310284], [-3.760096, 0.830609, 3.326514], [-7.355986, 3.453469, 1.796264], [-7.556176, 4.795919, 1.417994], [-8.094486, 5.705319, 2.555694], [-10.257746, 2.245759, 4.824044], [-9.318636, 3.594499, 5.585064], [-9.762566, 3.684619, 3.924774], [-8.033626, 1.335299, 5.269434], [-8.384726, 1.471149, 3.604864], [-5.615176, 0.551329, 4.327854], [-5.415256, -0.413031, 2.973244], [-3.469086, 1.826909, 3.659394], [-3.254626, 0.157139, 4.018644], [-3.321806, 0.680659, 2.339844], [-6.599386, 5.246909, 1.154864], [-8.094906, 4.750369, 0.471534], [-7.342086, 5.779619, 3.340844], [-8.054816, 6.711649, 2.138774], [-9.065846, 5.392689, 2.938854], [-4.730706, 3.481759, -0.603896], [-3.427906, 2.842779, -0.308526], [-2.388246, 3.691249, -0.771176], [-0.880876, 3.344659, -0.301236], [-0.496016, 1.922069, -0.187896], [0.050014, 4.128379, -1.435046], [-0.044816, 5.459429, -1.823886], [-0.453456, 5.517419, -3.258836], [-0.738896, 4.270669, 1.049854], [-1.371256, 3.918099, 2.247214], [-0.450456, 4.426929, 3.360824], [-4.815946, 4.444599, -0.100136], [-4.767066, 3.634369, -1.682546], [-5.614916, 2.900539, -0.342266], [-3.403046, 2.707629, 0.772784], [-3.384606, 1.821259, -0.686306], [-0.773346, 5.903329, -1.145436], [0.914984, 5.964929, -1.717246], [-0.901246, 6.499169, -3.412976], [0.396234, 5.474779, -3.940236], [-1.157396, 4.738629, -3.552196], [-2.285506, 4.496759, 2.379144], [-1.511806, 2.843869, 2.367094], [-0.833456, 4.188579, 4.353094], [0.495494, 3.909969, 3.199454], [-0.327806, 5.497889, 3.199234], [-5.113096, -1.596821, -0.103266], [-4.374496, -2.873991, -0.127036], [-5.254986, -3.993741, 0.028244], [-4.633196, -5.512821, 0.135264], [-3.703316, -5.950441, -0.992246], [-4.095426, -5.589661, 1.624914], [-2.767576, -5.854941, 1.885324], [-2.363516, -5.428121, 3.319474], [-5.946406, -6.501631, 0.182654], [-7.029006, -6.232721, 1.044334], [-8.321776, -6.028111, 0.246524], [-4.412296, -0.789291, -0.315116], [-6.002906, -1.595691, -0.732816], [-5.560426, -1.350611, 0.859744], [-3.753336, -3.044061, -1.006436], [-3.707416, -2.855511, 0.734804], [-2.578266, -6.921001, 1.759654], [-2.113876, -5.277541, 1.231574], [-2.782216, -6.133921, 4.036854], [-1.279826, -5.530531, 3.376364], [-2.661676, -4.400511, 3.527374], [-7.113326, -7.161511, 1.608554], [-6.817036, -5.445551, 1.767884], [-8.553146, -6.994001, -0.202496], [-9.141676, -5.880771, 0.949484], [-8.328866, -5.243921, -0.510496], [5.307814, 1.154569, 1.062944], [4.415194, 1.445129, 2.235514], [5.039584, 2.434779, 3.107404], [4.165954, 3.626669, 3.718774], [4.983974, 4.670879, 4.431604], [3.163644, 2.791659, 4.731304], [3.780924, 2.091419, 5.723244], [3.513344, 2.851609, 7.022694], [3.188624, 4.109049, 2.516504], [3.692094, 4.711549, 1.352424], [2.766514, 4.395619, 0.174774], [6.275284, 0.730819, 1.332274], [4.898384, 0.552669, 0.251664], [5.582334, 2.119959, 0.637764], [3.431424, 1.721569, 1.856204], [4.341584, 0.547869, 2.850014], [3.425414, 1.062659, 5.665294], [4.861634, 1.955719, 5.681364], [4.018534, 3.809209, 6.896664], [2.454004, 2.995899, 7.235034], [3.970984, 2.334439, 7.866024], [3.728904, 5.757949, 1.655384], [4.689394, 4.381249, 1.061894], [2.694514, 3.319509, 0.016954], [1.775414, 4.812139, 0.354584], [3.158344, 4.770479, -0.770766]],
  "forces_ev_per_angstrom": [[0.59, 0.48, -2.87], [-1.37, -0.57, 0.19], [1.31, 0.43, 0.61], [2.10, 0.78, 5.98], [3.21, 4.52, 2.50], [-3.39, 0.12, -1.84], [1.45, -1.56, -2.58], [0.25, -0.23, 0.03], [-3.78, -6.26, -1.54], [2.28, -1.04, 0.61], [-1.95, 2.85, -1.46], [-0.37, -0.12, 0.37], [-0.25, 0.42, 0.38], [1.38, -1.55, -0.02], [-0.66, 1.95, -0.43], [0.12, -3.09, -3.17], [0.29, 0.36, 1.01], [-1.20, -0.89, 1.66], [-0.58, 2.41, -0.68], [0.32, -1.41, -0.43], [2.58, 0.60, 0.63], [-1.13, 1.34, 0.44], [0.79, -0.36, 0.80], [-0.28, 0.05, 0.09], [0.00, 0.18, -0.23], [0.25, -0.18, -0.23], [-0.31, 0.79, 0.08], [-0.48, 0.42, 0.31], [0.14, -0.10, 0.45], [0.02, -0.12, -0.40], [0.46, -0.34, -0.15], [-0.81, 0.29, 1.00], [0.01, -0.23, 0.17], [0.13, 0.02, -0.37], [-0.25, -0.20, 0.20], [-0.66, -0.28, -0.28], [0.07, -0.12, -0.45], [-0.09, 0.03, 0.17], [-0.07, -0.45, 0.29], [-1.23, 0.46, 0.63], [1.90, -1.94, 1.08], [1.08, 0.72, -3.40], [-0.86, -0.47, -0.55], [-0.24, 1.79, 2.65], [0.58, -0.46, -0.60], [-0.43, -0.57, 0.18], [-1.62, -0.92, -0.93], [1.52, 1.27, 0.78], [-0.15, 0.46, -1.04], [-0.05, 0.43, -0.18], [0.30, -0.20, 0.08], [-0.30, 0.09, -0.28], [0.25, -0.01, -0.40], [-0.13, -0.27, -0.17], [0.02, 0.08, -0.10], [-0.03, 0.19, 0.27], [-0.30, 0.11, -0.42], [-0.13, -0.04, -0.02], [0.40, 0.77, 0.17], [-0.13, -0.56, 0.36], [-0.56, 0.10, 0.41], [-0.18, -0.19, -0.31], [0.27, -0.37, 0.40], [0.18, 0.07, 0.26], [-1.32, 0.83, 0.62], [0.33, -1.45, 0.15], [-0.18, 0.80, -0.11], [0.81, -2.75, 1.81], [-1.14, 2.39, -2.33], [2.92, 1.10, -1.53], [-2.06, -0.06, 1.07], [0.36, -1.38, -0.69], [-1.52, 0.02, -1.14], [1.40, -0.52, 1.22], [-0.41, 0.05, -1.27], [0.45, 0.31, -0.74], [-0.21, 0.19, 0.00], [0.34, -0.40, 0.15], [0.61, 0.05, 0.16], [-0.04, 0.27, 0.50], [-0.17, 0.00, -0.15], [-0.11, -0.11, 0.08], [-0.32, 0.23, 0.66], [-0.28, -0.12, -0.17], [0.17, 0.24, 0.16], [0.06, 0.34, -0.06], [0.57, 0.35, 0.53], [-0.18, 0.24, 0.34], [-0.38, -0.28, 0.63], [0.14, -0.32, 0.03], [1.09, -1.04, 0.67], [-1.54, 1.45, -1.23], [1.33, -0.26, -1.31], [-2.37, -0.11, 0.19], [-0.66, 0.03, 0.27], [-0.46, 1.23, -0.59], [-0.13, -1.70, 1.05], [1.06, 0.78, -0.16], [1.47, -1.84, 1.49], [0.77, 1.19, 0.56], [0.58, -0.37, -1.15], [-0.30, 0.28, 0.29], [-0.18, -0.25, 0.24], [0.53, -0.50, -0.45], [0.25, 0.58, 0.44], [0.40, 0.13, -0.36], [-0.20, 0.62, 0.22], [-0.09, 0.07, -0.49], [-0.26, 0.17, -0.01], [-0.23, -0.27, -0.15], [0.02, -0.11, -0.03], [0.29, -0.11, -0.08], [-0.59, 0.15, 0.38], [-0.12, -0.51, 0.24], [-0.74, 0.14, -0.03], [0.12, 0.35, -0.07], [-0.64, 0.71, -0.98], [-1.12, -1.31, 1.61], [1.96, -0.66, -0.14], [0.57, 3.37, -0.38], [-0.72, 1.27, 0.39], [-0.80, -3.75, 2.69], [-0.80, 0.87, 0.33], [-0.24, 0.74, -0.81], [0.89, -1.39, -3.68], [-0.26, 0.52, 2.62], [0.16, -0.67, -0.80], [0.08, 0.03, -0.04], [-0.24, 0.27, -0.14], [0.29, -0.30, 0.21], [0.50, 0.20, 0.27], [0.43, 0.09, -0.59], [0.00, 0.61, -0.26], [0.09, -0.15, 0.40], [-0.20, 0.00, -0.26], [0.11, -0.22, 0.08], [-0.04, 0.14, 0.22], [-0.48, -0.50, -0.56], [-0.21, -0.01, -0.28], [-0.06, 0.15, -0.08], [0.24, 0.25, 0.37], [0.12, 0.01, 0.34], [-1.10, 0.88, 0.08], [1.16, -0.76, 0.77], [-0.19, -2.24, 0.06], [-0.42, -0.80, -2.83], [-1.84, 1.30, 2.86], [-1.70, 0.60, -0.51], [2.54, 0.17, 1.34], [-0.38, -0.80, -0.80], [2.29, 1.93, -0.82], [-0.87, -0.29, 0.30], [0.03, -0.70, 0.60], [-0.11, 0.04, -0.34], [0.34, 0.09, -0.67], [0.33, -0.34, 0.41], [-0.16, 0.26, -0.20], [0.32, -0.12, 0.03], [0.14, -0.01, -0.14], [-0.08, -0.19, -0.41], [-0.18, 0.26, 0.19], [0.03, 0.21, 0.07], [0.03, -0.08, 0.05], [-0.35, 0.08, 0.29], [0.05, 0.24, -0.22], [0.05, 0.12, -0.44], [-0.02, 0.33, 0.07], [0.30, 0.00, 0.19], [1.15, 0.90, -0.49], [0.17, -1.12, 0.25], [-0.23, 0.77, -0.74], [0.32, 0.29, 1.45], [-1.41, -1.80, -1.64], [-0.12, 2.53, -4.10], [0.55, -1.24, 2.77], [0.35, -0.56, 0.07], [0.07, -1.80, 2.33], [0.09, 0.79, -0.96], [0.03, 0.13, 0.43], [-0.10, -0.27, 0.32], [-0.44, -0.04, 0.39], [-0.07, 0.18, -0.34], [-0.04, 0.26, 0.41], [-0.40, 0.07, 0.03], [-0.47, -0.04, 0.38], [0.26, 0.49, -0.70], [-0.19, 0.13, 0.18], [0.02, 0.00, -0.18], [0.00, -0.01, 0.10], [0.18, 0.31, -0.84], [0.23, -0.14, 0.48], [-0.17, -0.17, 0.29], [0.03, -0.10, -0.06], [0.12, 0.39, 0.11]],
  "total_charge": 0,
  "homo_lumo_gap_ev": [9.828, 8.158],
  "multiplicity": 6,
  "energy_ha": -8975.44582,
  "s2": 8.757
}